This record from OMol25 describes a 2-piece molecular cluster, C3H10NO overall. The level of theory is ωB97M-V/def2-TZVPD.

Bonds (Å) are listed after each position.
Element x y z (Å)
1 C 1.00276 -1.74511 0.64963  C2 1.315, H5 1.077, H6 1.077
2 C 0.71320 -0.51626 0.28043  C1 1.315, O3 1.413, C4 1.487
3 O -0.21581 0.26989 0.99903  C2 1.413, H7 0.967
4 C 1.28260 0.21811 -0.88062  C2 1.487, H8 1.086, H9 1.092, H10 1.093
5 H 1.74007 -2.27617 0.07081  C1 1.077
6 H 0.55047 -2.23447 1.49584  C1 1.077
7 H -0.38701 -0.17417 1.84065  O3 0.967
8 H 2.36022 0.08907 -0.92203  C4 1.086
9 H 0.86941 -0.12155 -1.83245  C4 1.092
10 H 1.09994 1.29206 -0.79345  C4 1.093
11 N -2.00314 1.19035 -0.78879  H12 1.069, H13 1.021, H14 1.022, H15 1.019
12 H -1.33696 0.80500 -0.04679  N11 1.069
13 H -1.44981 1.51868 -1.58102  N11 1.021
14 H -2.63114 0.45118 -1.11219  N11 1.022
15 H -2.55073 1.95991 -0.40542  N11 1.019

Calculated values
LUMO level   -3.81 eV
Charge   +1
HOMO-LUMO gap   9.39 eV
Total energy   -250.0345 Ha